The following is a DFT calculation (wB97M-V/def2-TZVPD) of 8 unconnected molecules or ions with the total composition C52H62F22O18.

```
154
Properties=species:S:1:pos:R:3:mulliken_charge:R:1
C -0.973 0.568 -0.235 -0.746
O -0.192 1.728 -0.040 -0.252
C 0.969 1.638 -0.869 -0.335
C 1.668 2.992 -0.862 -0.543
C 3.085 2.992 -1.528 -1.576
C 3.439 1.698 -2.224 0.785
C 4.298 0.814 -1.604 -1.044
C 4.608 -0.432 -2.138 0.783
C 5.528 -1.392 -1.435 -1.635
C 4.014 -0.765 -3.349 1.126
C 3.179 0.142 -4.022 0.657
C 2.877 1.395 -3.481 0.840
C 1.981 2.386 -4.185 -0.134
C 2.730 3.603 -4.768 -0.777
O 3.083 3.420 -6.133 -0.545
C 2.607 -0.318 -5.338 -0.209
O 2.571 0.365 -6.332 -0.529
C 2.120 -1.741 -5.292 0.525
C 0.906 -2.144 -5.846 0.249
C -0.044 -1.234 -6.582 -0.972
C 0.420 -0.787 -7.989 -0.522
C 0.117 0.687 -8.195 -0.235
F 0.655 1.145 -9.384 -0.346
C 0.542 -3.481 -5.666 -1.031
C 1.362 -4.363 -4.986 -0.958
C 2.575 -3.959 -4.452 -1.161
C 2.941 -2.634 -4.605 0.803
C 4.202 -2.110 -4.000 -0.693
O 5.246 -2.717 -4.024 -0.576
H -1.803 0.558 0.470 0.305
H -0.373 -0.341 -0.111 0.252
H -1.393 0.536 -1.249 0.287
H 0.625 1.415 -1.884 0.269
H 1.605 0.834 -0.487 0.365
H 1.013 3.690 -1.384 0.292
H 1.742 3.290 0.184 0.438
H 3.110 3.824 -2.223 0.126
H 3.809 3.176 -0.736 0.568
H 4.720 1.073 -0.639 0.453
H 6.543 -1.258 -1.813 0.294
H 5.524 -1.225 -0.360 0.435
H 5.258 -2.415 -1.674 0.169
H 1.212 2.776 -3.515 0.471
H 1.460 1.922 -5.018 -0.480
H 2.085 4.482 -4.752 0.390
H 3.630 3.842 -4.196 0.302
H 3.894 2.900 -6.127 0.216
H -1.026 -1.694 -6.678 0.597
H -0.193 -0.336 -5.970 0.321
H -0.126 -1.331 -8.762 0.564
H 1.481 -0.968 -8.143 0.206
H 0.488 1.289 -7.364 0.101
H -0.971 0.825 -8.217 0.362
H -0.401 -3.851 -6.046 0.418
H 1.053 -5.392 -4.840 0.481
H 3.202 -4.650 -3.903 0.857
C 2.982 -9.537 -0.328 -1.249
C 1.875 -8.690 -0.915 0.031
O 1.975 -7.321 -0.459 -0.316
C 2.819 -6.548 -1.117 0.342
O 3.508 -6.852 -2.047 -0.530
C 2.769 -5.120 -0.545 0.915
F 2.756 -5.116 0.791 -0.270
F 1.659 -4.494 -0.968 -0.269
F 3.821 -4.411 -0.951 -0.217
H 2.978 -9.468 0.760 0.312
H 2.848 -10.579 -0.616 0.398
H 3.959 -9.204 -0.677 0.326
H 0.902 -9.036 -0.577 0.196
H 1.878 -8.719 -2.001 0.329
C 6.721 0.748 -7.556 -1.152
C 7.433 0.399 -6.271 0.107
O 8.494 1.330 -5.972 -0.344
C 8.099 2.444 -5.378 0.333
O 6.977 2.722 -5.071 -0.500
C 9.314 3.343 -5.074 0.887
F 10.151 3.399 -6.114 -0.246
F 9.987 2.856 -4.022 -0.261
F 8.921 4.579 -4.784 -0.233
H 7.402 0.841 -8.401 0.352
H 5.981 -0.020 -7.779 0.387
H 6.212 1.708 -7.458 0.221
H 7.910 -0.575 -6.364 0.357
H 6.728 0.344 -5.443 0.087
C -1.227 3.348 2.092 -0.537
C -2.314 4.321 2.489 -0.385
O -3.236 3.720 3.431 -0.276
C -2.869 3.736 4.696 0.217
O -1.865 4.194 5.158 -0.547
C -3.971 3.099 5.563 1.026
F -4.447 1.976 5.018 -0.266
F -4.999 3.955 5.707 -0.269
F -3.513 2.802 6.778 -0.240
H -1.661 2.431 1.710 0.134
H -0.591 3.782 1.326 0.203
H -0.608 3.088 2.952 0.262
H -2.921 4.592 1.628 0.379
H -1.907 5.240 2.907 0.285
C -4.251 -7.764 -3.006 -1.092
C -4.277 -9.150 -2.400 -0.215
O -3.197 -9.962 -2.910 -0.334
C -2.024 -9.805 -2.323 0.384
O -1.760 -9.066 -1.419 -0.507
C -0.994 -10.766 -2.945 0.852
F -1.074 -10.786 -4.278 -0.255
F -1.194 -12.012 -2.500 -0.267
F 0.241 -10.394 -2.606 -0.191
H -4.268 -7.824 -4.094 0.306
H -5.115 -7.193 -2.671 0.370
H -3.348 -7.227 -2.716 0.309
H -5.187 -9.676 -2.677 0.316
H -4.231 -9.115 -1.312 0.317
C -7.590 2.983 4.686 -0.851
C -9.041 2.620 4.915 -0.453
O -9.854 2.967 3.774 -0.309
C -9.867 2.090 2.782 0.339
O -9.280 1.050 2.733 -0.508
C -10.811 2.582 1.667 0.900
F -10.637 3.885 1.419 -0.246
F -12.086 2.395 2.034 -0.252
F -10.596 1.911 0.540 -0.239
H -7.497 4.039 4.429 0.304
H -7.013 2.785 5.582 0.273
H -7.169 2.403 3.865 0.332
H -9.454 3.188 5.746 0.355
H -9.158 1.562 5.146 0.342
C -3.550 1.587 9.410 -0.898
C -2.683 1.317 10.619 -0.372
O -2.772 -0.064 11.027 -0.303
C -1.998 -0.915 10.369 0.342
O -1.242 -0.659 9.481 -0.507
C -2.175 -2.331 10.951 0.908
F -3.464 -2.613 11.167 -0.246
F -1.526 -2.428 12.119 -0.253
F -1.682 -3.244 10.120 -0.238
H -4.580 1.287 9.608 0.308
H -3.533 2.647 9.167 0.347
H -3.202 1.025 8.546 0.280
H -3.023 1.893 11.476 0.310
H -1.643 1.583 10.434 0.350
C -0.935 6.193 7.725 -1.064
C -2.006 7.143 7.245 -0.161
O -1.728 8.500 7.649 -0.334
C -0.891 9.176 6.877 0.342
O -0.349 8.784 5.887 -0.511
C -0.734 10.612 7.416 0.886
F -0.589 10.623 8.745 -0.246
F -1.821 11.334 7.110 -0.254
F 0.326 11.203 6.875 -0.237
H -0.806 6.273 8.806 0.360
H -1.206 5.169 7.474 0.281
H 0.026 6.418 7.262 0.295
H -2.967 6.900 7.696 0.340
H -2.127 7.095 6.163 0.307
```

Results
- LUMO level (eV) = -0.6
- SMILES = COCCCc1cc(C)c2c(c1CCO)C(=O)c1c(CCCF)cccc1C2=O.CCOC(=O)C(F)(F)F.CCOC(=O)C(F)(F)F.CCOC(=O)C(F)(F)F.CCOC(=O)C(F)(F)F.CCOC(=O)C(F)(F)F.CCOC(=O)C(F)(F)F.CCOC(=O)C(F)(F)F

---

The following is a DFT calculation (wB97M-V/def2-TZVPD) of 3 unconnected molecules or ions with the total composition C52H62FN3O10PS3 at a distorted geometry.

```
132
Properties=species:S:1:pos:R:3:mulliken_charge:R:1
C -3.750 -0.100 3.591 -0.977
C -4.125 1.384 3.437 -0.573
N -3.234 2.108 2.489 0.419
C -2.628 3.315 3.118 -0.511
C -1.507 2.932 4.075 -1.085
C -3.960 2.522 1.333 -0.183
S -5.133 3.651 1.335 -0.160
S -3.693 1.734 -0.206 -0.163
C -2.354 0.514 -0.099 -1.492
C -0.917 1.024 0.135 1.839
C 0.029 -0.042 -0.449 -2.297
C 1.502 0.270 -0.752 -0.539
N 1.581 1.472 -1.700 1.395
C 1.526 1.049 -3.151 -0.999
C 0.323 1.636 -3.896 0.118
C 0.231 3.145 -3.998 -1.452
O -0.827 1.101 -3.244 -0.483
C 2.598 2.528 -1.269 1.299
C 1.910 3.322 -0.144 -0.469
C 2.810 4.226 0.700 -1.488
C 1.903 5.099 1.582 -0.548
C 1.285 6.226 0.747 -0.426
O -0.159 6.164 0.792 -0.413
C -0.737 6.262 -0.426 0.731
C -1.837 5.272 -0.659 -0.317
O -0.396 7.057 -1.228 -0.589
C 3.072 3.508 -2.355 -1.561
O 2.299 4.705 -2.329 -0.172
N 2.907 5.662 -3.267 0.090
O 2.097 6.165 -3.905 -0.209
C 3.839 1.807 -0.714 -0.988
S 4.628 0.689 -1.939 -0.299
O 3.493 1.172 0.485 -0.507
C 2.528 0.175 0.427 0.208
F 3.184 -1.043 0.175 -0.263
P 1.796 0.086 2.168 0.638
C 1.748 -1.697 2.541 -1.344
C 3.120 0.800 3.203 -1.210
H -4.453 -0.747 3.059 0.229
H -3.788 -0.393 4.642 0.348
H -2.746 -0.301 3.217 0.109
H -4.039 1.871 4.410 0.493
H -5.168 1.468 3.132 0.476
H -3.390 3.857 3.688 0.475
H -2.231 3.942 2.317 0.268
H -1.900 2.332 4.899 0.406
H -1.089 3.852 4.496 0.438
H -0.720 2.385 3.567 0.009
H -2.403 -0.023 -1.050 0.739
H -2.618 -0.181 0.698 0.380
H -0.800 1.193 1.200 -0.125
H -0.833 2.006 -0.356 -0.554
H 0.015 -0.932 0.186 0.534
H -0.404 -0.342 -1.407 0.857
H 1.824 -0.584 -1.349 0.430
H 0.674 1.943 -1.588 -0.610
H 2.467 1.209 -3.666 0.602
H 1.362 -0.029 -3.176 0.493
H 0.382 1.214 -4.906 0.459
H 0.213 3.628 -3.016 0.253
H -0.722 3.401 -4.471 0.564
H 1.012 3.585 -4.615 0.295
H -1.543 1.749 -3.253 0.363
H 1.073 3.880 -0.577 0.485
H 1.457 2.627 0.576 0.286
H 3.491 3.623 1.303 0.486
H 3.394 4.917 0.082 0.321
H 2.422 5.488 2.458 0.534
H 1.093 4.461 1.955 0.115
H 1.564 6.097 -0.300 0.128
H 1.617 7.204 1.093 0.436
H -2.813 5.757 -0.651 0.450
H -1.689 4.777 -1.619 0.135
H -1.846 4.515 0.125 -0.315
H 3.071 3.111 -3.371 0.520
H 4.113 3.771 -2.134 0.910
H 4.586 2.553 -0.457 1.131
H 5.722 1.402 -2.237 0.211
H 1.095 -2.225 1.846 0.407
H 1.299 -1.777 3.535 0.452
H 2.726 -2.180 2.578 0.346
H 2.941 0.534 4.245 0.519
H 3.051 1.884 3.102 0.189
H 4.127 0.502 2.905 0.357
C -8.584 1.630 -0.443 -0.834
C -7.456 1.387 0.334 0.304
C -7.041 0.088 0.565 -0.183
C -7.749 -0.978 0.029 -0.055
C -8.892 -0.736 -0.735 0.214
C -9.301 0.571 -0.975 -0.607
C -9.695 -1.864 -1.289 0.640
O -10.683 -1.657 -1.960 -0.654
C -9.245 -3.253 -0.987 0.159
C -10.004 -4.322 -1.448 -0.570
C -9.598 -5.620 -1.189 -0.483
C -8.429 -5.858 -0.475 -0.517
C -7.670 -4.797 -0.009 -0.502
C -8.078 -3.492 -0.256 0.145
C -7.264 -2.365 0.277 0.423
O -6.238 -2.565 0.896 -0.691
H -8.904 2.647 -0.630 0.429
H -6.880 2.202 0.765 -0.161
H -6.161 -0.112 1.163 0.646
H -10.182 0.746 -1.577 0.499
H -10.909 -4.126 -2.005 0.478
H -10.193 -6.451 -1.545 0.405
H -8.112 -6.874 -0.279 0.402
H -6.762 -4.971 0.551 0.462
C 7.579 -9.657 -0.458 -0.492
C 8.846 -9.356 0.031 -0.485
C 9.202 -8.041 0.280 -0.573
C 8.294 -7.019 0.034 0.219
C 7.028 -7.320 -0.474 0.158
C 6.672 -8.642 -0.710 -0.558
C 6.050 -6.241 -0.785 0.566
O 4.945 -6.494 -1.218 -0.666
C 6.472 -4.829 -0.551 0.194
C 5.597 -3.801 -0.881 -0.852
C 5.962 -2.484 -0.661 0.275
C 7.201 -2.188 -0.103 -0.485
C 8.079 -3.208 0.224 -0.838
C 7.721 -4.530 -0.006 0.107
C 8.693 -5.614 0.326 0.658
O 9.770 -5.352 0.814 -0.649
H 7.302 -10.686 -0.645 0.399
H 9.556 -10.151 0.218 0.405
H 10.183 -7.798 0.665 0.479
H 5.686 -8.865 -1.094 0.473
H 4.635 -4.045 -1.310 0.477
H 5.279 -1.684 -0.920 0.271
H 7.484 -1.158 0.075 0.429
H 9.047 -2.990 0.655 0.490
```

Results
- LUMO level (eV) = -3.1
- total charge = +1
- energy above the lowest of the compared OMol25 structures with the same formula, charge and spin (kcal/mol) = 0.0